# 1
Molecular formula: C35H98N6O14
Method: DFT, ωB97M-V with the def2-TZVPD basis set

Geometry as XYZ:
```
153
Properties=species:S:1:pos:R:3:mulliken_charge:R:1
C 2.22 2.72 6.57 -0.696
O 1.50 1.64 7.13 -0.456
C 1.78 0.39 6.52 1.065
C 0.57 -0.46 6.29 -0.898
N 0.97 -1.79 5.82 0.097
C -0.15 -2.64 5.44 -0.375
C 0.31 -4.07 5.41 -0.788
O 0.69 -4.44 6.74 -0.367
C 1.39 -5.65 6.87 -0.746
H 1.95 3.58 7.18 0.349
H 1.98 2.80 5.50 0.244
H 3.30 2.52 6.55 0.278
H 2.56 -0.08 7.15 0.418
H 2.28 0.51 5.55 -0.898
H -0.13 -0.07 5.56 0.276
H -0.05 -0.68 7.18 0.486
H 1.58 -2.27 6.47 0.279
H -0.47 -2.31 4.45 0.066
H -1.05 -2.53 6.07 0.316
H 1.21 -4.14 4.79 0.319
H -0.48 -4.76 5.13 0.506
H 1.73 -5.67 7.90 0.235
H 2.25 -5.66 6.18 0.321
H 0.80 -6.56 6.69 0.283
C -6.65 -3.34 4.44 -0.722
O -6.27 -3.62 3.11 -0.380
C -5.23 -2.77 2.65 -0.195
C -5.11 -3.06 1.15 -0.413
N -3.72 -2.98 0.64 0.219
C -3.65 -3.39 -0.76 -0.991
C -4.25 -2.39 -1.76 -0.631
O -3.76 -1.12 -1.37 0.060
C -4.56 0.01 -1.62 -1.034
H -5.78 -3.38 5.10 0.289
H -7.30 -4.15 4.78 0.279
H -7.27 -2.45 4.56 0.280
H -4.31 -3.14 3.14 0.038
H -5.29 -1.72 2.95 0.335
H -5.70 -2.30 0.62 0.140
H -5.52 -4.06 1.02 0.407
H -3.53 -1.98 0.59 -0.346
H -4.11 -4.38 -0.86 0.576
H -2.61 -3.62 -1.01 0.178
H -5.34 -2.37 -1.64 0.430
H -3.95 -2.61 -2.78 0.394
H -4.57 0.17 -2.70 0.348
H -4.17 0.87 -1.09 0.161
H -5.60 -0.17 -1.30 0.447
C 0.59 -0.88 -5.97 -0.368
O 1.53 0.19 -5.95 -0.088
C 1.21 1.17 -6.95 -0.542
C 2.31 2.21 -6.87 -0.601
N 2.02 3.18 -5.82 -0.159
C 3.17 3.95 -5.36 -0.642
C 3.03 4.39 -3.92 -0.713
O 3.24 3.27 -3.07 -0.473
C 2.83 3.40 -1.72 -0.710
H 0.58 -1.28 -4.96 -0.276
H 0.90 -1.69 -6.64 0.306
H -0.43 -0.56 -6.18 0.372
H 0.25 1.62 -6.67 0.151
H 1.19 0.64 -7.90 0.475
H 2.47 2.74 -7.82 0.400
H 3.24 1.66 -6.64 0.273
H 1.72 2.65 -5.01 -0.007
H 3.30 4.84 -5.98 0.409
H 4.09 3.35 -5.46 0.372
H 2.03 4.79 -3.71 0.382
H 3.77 5.16 -3.71 0.429
H 3.47 2.78 -1.10 0.267
H 1.79 3.09 -1.68 0.185
H 2.86 4.44 -1.36 0.454
C -0.58 0.52 -1.84 -1.663
C 0.82 0.44 -1.21 1.589
C 1.02 1.13 0.13 -0.922
O 0.18 0.47 1.08 0.265
C 0.73 0.40 2.37 -0.914
N 1.07 -1.04 -1.07 -0.145
H -1.27 0.05 -1.13 0.013
H -0.66 -0.16 -2.69 0.061
H -1.05 1.46 -2.13 0.356
H 1.57 0.80 -1.91 -0.034
H 0.69 2.17 0.15 0.537
H 2.08 0.99 0.38 0.093
H 0.03 -0.07 3.06 0.072
H 0.85 1.40 2.80 0.414
H 1.69 -0.13 2.42 -0.668
H 0.42 -1.26 -0.31 -0.121
H 1.99 -1.08 -0.63 0.239
C 2.63 -0.93 2.86 0.176
C 3.94 -0.37 3.39 0.147
C 3.82 1.18 3.41 0.618
O 5.09 1.71 3.73 -0.433
C 5.06 3.09 3.97 -0.580
N 4.13 -0.91 4.76 -0.716
H 1.82 -0.69 3.56 -0.210
H 2.73 -2.01 2.83 0.643
H 2.50 -0.52 1.86 0.048
H 4.83 -0.75 2.88 0.564
H 3.06 1.40 4.16 -0.814
H 3.61 1.46 2.37 0.395
H 4.38 3.31 4.80 0.123
H 4.74 3.69 3.11 0.254
H 6.06 3.44 4.23 0.285
H 3.27 -0.83 5.30 -0.311
H 4.79 -0.35 5.29 0.392
C -5.75 3.16 -4.72 -0.991
C -4.93 4.48 -4.64 0.485
C -3.63 4.30 -5.42 -0.755
O -2.98 3.11 -5.07 -0.336
C -1.60 3.20 -4.88 -0.652
N -5.68 5.58 -5.21 -0.729
H -5.24 2.35 -4.20 -0.001
H -6.09 2.84 -5.70 0.296
H -6.67 3.33 -4.13 0.418
H -4.70 4.60 -3.58 0.270
H -3.00 5.17 -5.18 0.377
H -3.81 4.37 -6.50 0.291
H -1.09 3.61 -5.76 0.481
H -1.23 2.19 -4.67 -0.018
H -1.27 3.81 -4.03 0.361
H -5.96 5.34 -6.15 0.266
H -6.52 5.79 -4.69 0.275
C -3.59 0.99 1.61 0.109
O -2.50 1.76 2.08 -0.534
H -3.33 0.19 0.90 -0.345
H -4.07 0.35 2.37 0.127
H -4.32 1.71 1.24 0.400
H -2.01 2.06 1.31 0.275
C 3.95 -0.08 -3.76 -0.769
O 4.56 0.88 -2.88 -0.603
H 4.35 -1.04 -3.43 0.409
H 2.86 -0.02 -3.80 0.140
H 4.18 0.16 -4.80 0.358
H 4.03 1.69 -2.99 0.532
C 1.32 -3.70 -3.72 -0.583
O 1.41 -3.59 -2.32 -0.556
H 0.31 -3.43 -4.03 0.221
H 2.11 -3.11 -4.19 0.155
H 1.44 -4.74 -4.04 0.339
H 1.35 -2.66 -2.02 0.559
C 4.58 -2.09 -0.05 -0.861
O 3.67 -1.13 -0.57 -0.372
H 5.61 -1.73 -0.13 0.302
H 4.40 -2.48 0.95 0.279
H 4.55 -2.98 -0.70 0.299
H 4.10 -0.79 -1.37 0.222
C -0.41 -3.07 1.64 -0.121
O -1.49 -3.44 2.47 -0.529
H 0.47 -3.15 2.28 -0.015
H -0.30 -3.70 0.75 0.593
H -0.55 -2.04 1.28 -0.272
H -2.26 -3.61 1.89 0.372
```

Energy above the lowest of the compared OMol25 structures with the same formula, charge and spin: 78.1 kcal/mol
Multiplicity: 1
Maximum force: 7.196 eV Å⁻¹
Orbital gap: 8.751 eV

---

# 2
Molecular formula: C7H9Cl2HoNO4Sm
Method: DFT, ωB97M-V with the def2-TZVPD basis set

Geometry as XYZ:
```
25
Properties=species:S:1:pos:R:3:mulliken_spin:R:1
Ho 5.37 -1.08 0.18 4.027
Sm 0.30 -1.70 0.53 5.070
Cl 4.46 -0.25 -1.95 -0.026
Cl 1.25 -2.44 2.70 -0.035
C -1.63 -2.93 1.26 -0.009
C 5.79 -2.90 -1.08 -0.006
C 3.32 -2.21 -0.20 0.005
O -2.58 -3.58 1.46 0.003
O 5.81 -3.59 -2.03 0.002
O 2.41 -3.00 -0.38 0.000
C -2.58 2.56 -0.65 0.000
N -1.57 1.97 0.24 -0.003
C -1.18 2.64 1.47 0.000
C -1.07 0.78 0.06 -0.002
C -1.43 -0.14 -1.08 0.000
O -0.22 0.35 0.95 -0.023
H -2.80 3.56 -0.27 0.000
H -3.50 1.95 -0.67 0.000
H -2.20 2.64 -1.68 0.000
H -1.50 2.07 2.37 0.000
H -0.09 2.78 1.52 -0.001
H -1.68 3.62 1.47 0.000
H -0.58 -0.26 -1.79 0.001
H -1.85 -1.12 -0.74 -0.002
H -2.25 0.30 -1.66 -0.001
```

Energy above the lowest of the compared OMol25 structures with the same formula, charge and spin: 66.9 kcal/mol
Multiplicity: 10
Total charge: +4
Maximum force: 10.664 eV Å⁻¹
<S²>: 24.769
Orbital gap (alpha / beta): 4.606 / 4.697 eV

---

# 3
Molecular formula: C6H8Br2N
Method: DFT, ωB97M-V with the def2-TZVPD basis set

Geometry as XYZ:
```
17
Properties=species:S:1:pos:R:3:mulliken_charge:R:1
C -1.33 0.65 -1.51 -0.602
C -1.54 -0.46 -0.53 0.138
C -0.10 0.99 -1.92 -0.398
C -0.42 -1.12 -0.05 -0.820
C 1.03 0.55 -1.10 -0.325
C 0.84 -0.66 -0.29 0.432
N 0.38 -0.33 2.65 -0.570
Br 1.39 2.19 0.11 0.061
Br 2.36 -1.65 0.14 0.082
H -2.15 0.79 -2.17 0.427
H -2.46 -0.97 -0.27 0.415
H 0.08 1.69 -2.73 0.404
H -0.72 -1.75 0.75 0.585
H 2.00 0.42 -1.64 0.538
H 0.45 -0.70 3.55 0.220
H -0.59 -0.24 2.39 0.231
H 0.78 0.58 2.63 0.181
```

Energy above the lowest of the compared OMol25 structures with the same formula, charge and spin: 0.0 kcal/mol
Multiplicity: 1
Total charge: +1
Maximum force: 3.249 eV Å⁻¹
Orbital gap: 6.577 eV

---

> Which formula does entry 1 have?

C35H98N6O14

---

Copy entry 3 word for word.
Molecular formula: C6H8Br2N
Method: DFT, ωB97M-V with the def2-TZVPD basis set

Geometry as XYZ:
```
17
Properties=species:S:1:pos:R:3:mulliken_charge:R:1
C -1.33 0.65 -1.51 -0.602
C -1.54 -0.46 -0.53 0.138
C -0.10 0.99 -1.92 -0.398
C -0.42 -1.12 -0.05 -0.820
C 1.03 0.55 -1.10 -0.325
C 0.84 -0.66 -0.29 0.432
N 0.38 -0.33 2.65 -0.570
Br 1.39 2.19 0.11 0.061
Br 2.36 -1.65 0.14 0.082
H -2.15 0.79 -2.17 0.427
H -2.46 -0.97 -0.27 0.415
H 0.08 1.69 -2.73 0.404
H -0.72 -1.75 0.75 0.585
H 2.00 0.42 -1.64 0.538
H 0.45 -0.70 3.55 0.220
H -0.59 -0.24 2.39 0.231
H 0.78 0.58 2.63 0.181
```

Energy above the lowest of the compared OMol25 structures with the same formula, charge and spin: 0.0 kcal/mol
Multiplicity: 1
Total charge: +1
Maximum force: 3.249 eV Å⁻¹
Orbital gap: 6.577 eV

---

What did the second record say?
Molecular formula: C7H9Cl2HoNO4Sm
Method: DFT, ωB97M-V with the def2-TZVPD basis set

Geometry as XYZ:
```
25
Properties=species:S:1:pos:R:3:mulliken_spin:R:1
Ho 5.37 -1.08 0.18 4.027
Sm 0.30 -1.70 0.53 5.070
Cl 4.46 -0.25 -1.95 -0.026
Cl 1.25 -2.44 2.70 -0.035
C -1.63 -2.93 1.26 -0.009
C 5.79 -2.90 -1.08 -0.006
C 3.32 -2.21 -0.20 0.005
O -2.58 -3.58 1.46 0.003
O 5.81 -3.59 -2.03 0.002
O 2.41 -3.00 -0.38 0.000
C -2.58 2.56 -0.65 0.000
N -1.57 1.97 0.24 -0.003
C -1.18 2.64 1.47 0.000
C -1.07 0.78 0.06 -0.002
C -1.43 -0.14 -1.08 0.000
O -0.22 0.35 0.95 -0.023
H -2.80 3.56 -0.27 0.000
H -3.50 1.95 -0.67 0.000
H -2.20 2.64 -1.68 0.000
H -1.50 2.07 2.37 0.000
H -0.09 2.78 1.52 -0.001
H -1.68 3.62 1.47 0.000
H -0.58 -0.26 -1.79 0.001
H -1.85 -1.12 -0.74 -0.002
H -2.25 0.30 -1.66 -0.001
```

Energy above the lowest of the compared OMol25 structures with the same formula, charge and spin: 66.9 kcal/mol
Multiplicity: 10
Total charge: +4
Maximum force: 10.664 eV Å⁻¹
<S²>: 24.769
Orbital gap (alpha / beta): 4.606 / 4.697 eV